[1]
This record from OMol25 describes C20H24N4O3 in the gas phase. The level of theory is ωB97M-V/def2-TZVPD.

* calculated total energy: -1221.2933 Eh
* SMILES: CCOc1ccc(C(=O)CCC(=O)N2CCN(c3ncccn3)CC2)cc1
* M: 368.437 g/mol
* E_LUMO: 0.5 eV
* HOMO-LUMO gap: 0.324 Eh

CARTESIAN COORDINATES (ANGSTROEM)
C (1.098, 2.287, -4.516)
C (0.143, 1.827, -3.426)
O (0.153, 2.809, -2.407)
C (-0.578, 2.612, -1.286)
C (-0.470, 3.601, -0.302)
C (-1.154, 3.482, 0.883)
C (-1.944, 2.360, 1.144)
C (-2.582, 2.255, 2.475)
O (-3.002, 3.218, 3.072)
C (-2.597, 0.867, 3.100)
C (-1.222, 0.592, 3.735)
C (-0.074, 0.788, 2.756)
O (0.639, 1.771, 2.824)
N (0.118, -0.151, 1.797)
C (-0.554, -1.420, 1.649)
C (0.476, -2.561, 1.711)
N (1.502, -2.345, 0.722)
C (1.485, -3.002, -0.456)
N (2.327, -2.584, -1.413)
C (2.350, -3.278, -2.532)
C (1.547, -4.390, -2.745)
C (0.699, -4.727, -1.699)
N (0.655, -4.050, -0.569)
C (2.184, -1.080, 0.870)
C (1.161, 0.056, 0.809)
C (-2.076, 1.397, 0.150)
C (-1.412, 1.519, -1.056)
H (2.098, 2.402, -4.107)
H (0.774, 3.246, -4.912)
H (1.122, 1.557, -5.320)
H (0.471, 0.859, -3.021)
H (-0.871, 1.715, -3.833)
H (0.165, 4.449, -0.499)
H (-1.064, 4.238, 1.647)
H (-3.354, 0.847, 3.886)
H (-2.834, 0.111, 2.353)
H (-1.203, -0.407, 4.174)
H (-1.061, 1.318, 4.534)
H (-1.301, -1.564, 2.425)
H (-1.047, -1.450, 0.669)
H (-0.002, -3.519, 1.510)
H (0.946, -2.577, 2.700)
H (3.039, -2.918, -3.287)
H (1.575, -4.950, -3.663)
H (0.020, -5.569, -1.763)
H (2.914, -0.983, 0.067)
H (2.693, -1.070, 1.839)
H (1.628, 1.019, 1.017)
H (0.703, 0.081, -0.186)
H (-2.734, 0.551, 0.291)
H (-1.551, 0.760, -1.811)

***

[2]
This record from OMol25 describes a molecular structure, C20H25B4F31O10Sn in a non-equilibrium geometry. The level of theory is ωB97M-V/def2-TZVPD.

* calculated total energy: -4940.0676 Eh
* M: 1176.307 g/mol
* charge: -2
* E_LUMO: 3.2 eV
* HOMO-LUMO gap: 0.336 Eh

CARTESIAN COORDINATES (ANGSTROEM)
Sn (0.375, 0.352, 0.267)
B (-3.283, -0.791, 2.233)
F (-4.527, -0.262, 1.972)
F (-3.345, -2.101, 1.885)
F (-2.317, -0.159, 1.443)
F (-2.917, -0.554, 3.533)
B (0.874, -0.381, 3.921)
F (-0.117, -0.133, 3.029)
F (1.559, 0.781, 4.086)
F (0.200, -0.767, 5.089)
F (1.510, -1.449, 3.360)
B (0.360, 2.554, -2.241)
F (0.500, 3.350, -3.323)
F (0.496, 1.232, -2.517)
F (1.298, 2.851, -1.352)
F (-0.744, 2.652, -1.447)
B (0.533, -3.191, 0.712)
F (1.051, -3.692, 1.872)
F (1.426, -2.433, 0.025)
F (0.193, -4.224, -0.112)
F (-0.539, -2.362, 1.039)
C (-2.770, 3.179, 3.952)
C (-3.369, 3.384, 2.539)
O (-2.675, 4.556, 1.987)
C (-1.549, 4.320, 1.325)
O (-1.011, 3.181, 1.282)
C (-0.813, 5.582, 0.812)
F (-0.281, 5.406, -0.374)
F (-1.693, 6.583, 0.764)
F (0.112, 5.788, 1.681)
H (-3.243, 2.343, 4.467)
H (-2.889, 4.073, 4.565)
H (-1.702, 2.963, 3.918)
H (-4.447, 3.510, 2.640)
H (-3.242, 2.553, 1.845)
C (-5.403, 0.123, -0.872)
C (-4.687, 1.134, -1.666)
O (-4.068, 0.461, -2.793)
C (-2.781, 0.059, -2.764)
O (-2.144, -0.010, -1.688)
C (-2.170, -0.278, -4.139)
F (-1.407, 0.725, -4.584)
F (-1.344, -1.327, -4.105)
F (-3.086, -0.567, -5.058)
H (-5.710, -0.701, -1.516)
H (-6.204, 0.644, -0.347)
H (-4.663, -0.412, -0.275)
H (-3.912, 1.632, -1.085)
H (-5.324, 1.874, -2.152)
C (2.830, -0.505, -5.720)
C (2.714, -0.869, -4.205)
O (3.960, -0.625, -3.609)
C (4.120, -0.419, -2.309)
O (3.238, -0.356, -1.461)
C (5.532, -0.103, -1.842)
F (6.041, -1.198, -1.268)
F (6.282, 0.502, -2.802)
F (5.494, 0.782, -0.840)
H (3.124, 0.539, -5.822)
H (1.812, -0.651, -6.082)
H (3.504, -1.146, -6.287)
H (2.391, -1.905, -4.110)
H (2.000, -0.258, -3.652)
C (-2.721, -3.435, -1.283)
C (-3.093, -4.180, -0.074)
O (-2.933, -5.576, -0.236)
C (-2.283, -6.297, 0.663)
O (-1.803, -5.860, 1.699)
C (-2.115, -7.796, 0.228)
F (-0.848, -8.082, -0.003)
F (-2.552, -8.665, 1.084)
F (-2.760, -8.034, -0.878)
H (-2.761, -2.354, -1.150)
H (-3.462, -3.778, -2.005)
H (-1.749, -3.603, -1.747)
H (-4.062, -3.955, 0.371)
H (-2.453, -3.840, 0.740)
C (6.639, 0.987, 3.630)
C (5.776, 1.003, 2.414)
O (5.401, 2.417, 2.147)
C (4.129, 2.518, 1.468)
O (3.379, 1.600, 1.138)
C (3.866, 3.958, 1.075)
F (2.490, 4.201, 0.994)
F (4.327, 4.757, 2.018)
F (4.555, 4.224, -0.030)
H (6.961, -0.041, 3.792)
H (6.113, 1.351, 4.513)
H (7.380, 1.783, 3.557)
H (5.074, 0.174, 2.502)
H (6.353, 0.680, 1.547)

***

[3]
This record from OMol25 describes a molecular structure, C20H25BrF6KN8O4S3 in a non-equilibrium geometry. The level of theory is ωB97M-V/def2-TZVPD.

* calculated total energy: -6483.9432 Eh
* M: 770.663 g/mol
* charge: -1
* E_LUMO: 2.2 eV
* HOMO-LUMO gap: 0.239 Eh

CARTESIAN COORDINATES (ANGSTROEM)
K (0.937, -0.308, 1.449)
N (3.541, -1.206, 4.528)
C (2.980, -0.155, 3.842)
S (1.511, 0.532, 4.444)
N (3.763, 0.246, 2.832)
N (3.173, 0.967, 1.850)
C (3.952, 1.702, 1.156)
C (3.462, 2.345, -0.088)
C (4.333, 3.151, -0.820)
C (3.903, 3.726, -2.001)
C (2.609, 3.488, -2.435)
C (1.811, 2.678, -1.642)
N (2.207, 2.114, -0.502)
H (2.909, -1.674, 5.154)
H (4.158, -1.781, 3.978)
H (5.000, 1.806, 1.426)
H (5.341, 3.312, -0.454)
H (4.571, 4.353, -2.577)
H (2.224, 3.912, -3.353)
H (0.785, 2.468, -1.935)
F (-3.205, -1.790, 3.830)
C (-2.052, -2.460, 3.831)
F (-2.275, -3.695, 4.272)
F (-1.189, -1.855, 4.620)
S (-1.452, -2.491, 2.116)
O (-1.187, -1.101, 1.766)
O (-2.467, -3.182, 1.362)
N (-0.118, -3.312, 2.361)
S (0.959, -3.440, 1.204)
O (1.898, -2.335, 1.181)
O (0.426, -3.890, -0.056)
C (1.919, -4.825, 1.872)
F (2.468, -4.516, 3.042)
F (1.145, -5.893, 2.024)
F (2.886, -5.106, 1.003)
C (-3.145, -1.223, -0.958)
C (-1.967, -1.862, -1.675)
N (-1.439, -1.053, -2.780)
C (-2.314, -0.851, -3.926)
C (-2.889, 0.553, -4.037)
C (-0.172, -0.533, -2.688)
C (0.456, 0.095, -3.923)
N (0.443, -0.576, -1.569)
H (-3.451, -1.852, -0.120)
H (-4.008, -1.095, -1.621)
H (-2.872, -0.243, -0.554)
H (-2.254, -2.835, -2.085)
H (-1.150, -2.042, -0.984)
H (-3.131, -1.563, -3.813)
H (-1.817, -1.131, -4.855)
H (-3.402, 0.825, -3.111)
H (-3.604, 0.622, -4.862)
H (-2.101, 1.289, -4.216)
H (0.050, -0.251, -4.871)
H (1.522, -0.127, -3.904)
H (0.350, 1.182, -3.892)
H (1.388, -0.221, -1.680)
Br (-3.050, 3.614, 4.058)
C (-2.520, 3.102, 2.315)
C (-3.300, 3.422, 1.223)
C (-2.870, 3.011, -0.029)
C (-1.684, 2.303, -0.128)
N (-0.931, 2.003, 0.929)
C (-1.341, 2.396, 2.139)
H (-4.224, 3.968, 1.351)
H (-3.454, 3.225, -0.915)
H (-1.331, 1.933, -1.088)
H (-0.712, 2.129, 2.986)

***

[4]
This record from OMol25 describes 5 unconnected molecules or ions with the total composition C20H25F15O10 in a non-equilibrium geometry. The level of theory is ωB97M-V/def2-TZVPD.

* calculated total energy: -3027.4816 Eh
* SMILES: CCOC(=O)C(F)(F)F.CCOC(=O)C(F)(F)F.CCOC(=O)C(F)(F)F.CCOC(=O)C(F)(F)F.CCOC(=O)C(F)(F)F
* M: 710.380 g/mol
* E_LUMO: 0.4 eV
* HOMO-LUMO gap: 0.420 Eh

CARTESIAN COORDINATES (ANGSTROEM)
C (-0.478, -0.113, -0.992)
C (-0.795, -1.499, -0.374)
O (-2.200, -1.596, 0.056)
C (-2.727, -1.061, 1.152)
O (-2.111, -0.285, 1.881)
C (-4.144, -1.639, 1.390)
F (-4.794, -1.840, 0.234)
F (-4.013, -2.749, 2.073)
F (-4.831, -0.869, 2.236)
H (0.593, -0.141, -1.190)
H (-0.664, 0.682, -0.270)
H (-1.086, 0.091, -1.874)
H (-0.165, -1.746, 0.481)
H (-0.766, -2.308, -1.103)
C (9.970, -2.781, -2.083)
C (9.389, -1.554, -2.848)
O (8.239, -1.077, -2.195)
C (7.505, -0.045, -2.794)
O (7.760, 0.611, -3.810)
C (6.139, 0.318, -2.128)
F (5.738, -0.498, -1.229)
F (6.379, 1.537, -1.617)
F (5.180, 0.374, -3.066)
H (9.288, -3.630, -2.065)
H (10.197, -2.542, -1.044)
H (10.901, -3.190, -2.477)
H (9.131, -1.763, -3.886)
H (10.073, -0.705, -2.835)
C (-7.724, 7.413, -1.026)
C (-7.853, 7.599, 0.439)
O (-7.434, 6.423, 1.230)
C (-8.276, 5.471, 1.418)
O (-9.454, 5.523, 1.189)
C (-7.667, 4.240, 2.223)
F (-6.355, 4.444, 2.480)
F (-8.312, 4.062, 3.328)
F (-7.776, 3.133, 1.467)
H (-8.285, 6.564, -1.417)
H (-6.685, 7.386, -1.356)
H (-8.212, 8.199, -1.602)
H (-8.801, 8.058, 0.718)
H (-7.145, 8.397, 0.664)
C (-1.768, -7.346, 0.092)
C (-1.293, -8.292, -1.034)
O (-1.560, -9.723, -0.876)
C (-1.117, -10.615, -1.694)
O (-0.559, -10.366, -2.743)
C (-1.437, -12.054, -1.138)
F (-2.541, -12.024, -0.319)
F (-1.643, -12.981, -2.064)
F (-0.382, -12.438, -0.458)
H (-1.147, -7.470, 0.979)
H (-2.779, -7.529, 0.456)
H (-1.717, -6.320, -0.273)
H (-0.216, -8.123, -1.072)
H (-1.777, -8.030, -1.975)
C (3.173, 7.838, 1.854)
C (3.830, 6.500, 2.165)
O (2.897, 5.388, 2.364)
C (3.190, 4.069, 2.590)
O (4.290, 3.521, 2.606)
C (1.962, 3.156, 2.780)
F (0.816, 3.797, 2.504)
F (2.130, 2.041, 2.024)
F (1.889, 2.849, 4.027)
H (2.497, 7.779, 1.002)
H (4.013, 8.524, 1.742)
H (2.639, 8.213, 2.727)
H (4.473, 6.596, 3.041)
H (4.407, 6.142, 1.312)

***

[5]
This record from OMol25 describes C20H25FN2O3S2 in the gas phase in a non-equilibrium geometry. The level of theory is ωB97M-V/def2-TZVPD.

* calculated total energy: -2008.6011 Eh
* SMILES: CC(C)(C)SCCNC(=O)CN(c1ccccc1)S(=O)(=O)c1ccc(F)cc1
* M: 424.563 g/mol
* E_LUMO: 0.3 eV
* HOMO-LUMO gap: 0.330 Eh

CARTESIAN COORDINATES (ANGSTROEM)
C (1.959, -2.478, 2.878)
C (1.098, -2.888, 4.065)
C (1.436, -4.311, 4.500)
C (1.260, -1.925, 5.233)
S (-0.696, -2.976, 3.574)
C (-1.066, -1.327, 2.894)
C (-1.064, -1.337, 1.367)
N (-1.257, -0.003, 0.845)
C (-2.407, 0.405, 0.282)
O (-3.351, -0.318, 0.042)
C (-2.405, 1.904, -0.070)
N (-1.427, 2.275, -1.071)
C (-1.676, 2.094, -2.436)
C (-0.967, 2.854, -3.364)
C (-1.166, 2.659, -4.718)
C (-2.079, 1.720, -5.167)
C (-2.800, 0.981, -4.245)
C (-2.603, 1.156, -2.887)
S (0.103, 2.746, -0.596)
O (0.353, 4.126, -0.873)
O (0.250, 2.331, 0.776)
C (1.180, 1.740, -1.622)
C (0.930, 0.387, -1.752)
C (1.773, -0.388, -2.528)
C (2.850, 0.222, -3.152)
F (3.668, -0.527, -3.908)
C (3.111, 1.576, -3.021)
C (2.259, 2.340, -2.243)
H (1.760, -1.453, 2.573)
H (3.011, -2.548, 3.152)
H (1.781, -3.141, 2.034)
H (0.786, -4.620, 5.316)
H (1.297, -5.004, 3.674)
H (2.469, -4.365, 4.836)
H (0.605, -2.214, 6.051)
H (2.289, -1.945, 5.587)
H (1.023, -0.903, 4.946)
H (-2.054, -1.058, 3.266)
H (-0.337, -0.617, 3.279)
H (-0.116, -1.737, 0.996)
H (-1.883, -1.960, 0.999)
H (-0.564, 0.705, 1.072)
H (-2.171, 2.477, 0.830)
H (-3.401, 2.181, -0.425)
H (-0.286, 3.614, -3.018)
H (-0.610, 3.256, -5.425)
H (-2.233, 1.572, -6.224)
H (-3.523, 0.253, -4.582)
H (-3.168, 0.562, -2.188)
H (0.079, -0.054, -1.257)
H (1.606, -1.446, -2.659)
H (3.961, 2.010, -3.523)
H (2.412, 3.399, -2.113)

***

[6]
This record from OMol25 describes C20H25FN4O2S in the gas phase in a non-equilibrium geometry. The level of theory is ωB97M-V/def2-TZVPD.

* calculated total energy: -1644.7226 Eh
* SMILES: CCC[C@H](C)c1nnc(NC(=O)[C@H]2CC(=O)N(CCc3ccc(F)cc3)C2)s1
* M: 404.511 g/mol
* E_LUMO: 0.5 eV
* HOMO-LUMO gap: 0.354 Eh

CARTESIAN COORDINATES (ANGSTROEM)
C (-7.708, 0.125, -2.451)
C (-7.432, 1.299, -1.519)
C (-6.089, 1.195, -0.798)
C (-5.955, -0.024, 0.134)
C (-6.959, 0.003, 1.283)
C (-4.567, -0.049, 0.669)
N (-4.237, 0.199, 1.883)
N (-2.933, 0.143, 2.125)
C (-2.241, -0.153, 1.076)
N (-0.874, -0.267, 1.094)
C (-0.142, -0.593, -0.014)
O (-0.659, -0.788, -1.089)
C (1.343, -0.722, 0.263)
C (1.660, -2.053, 0.961)
C (3.017, -2.459, 0.390)
O (3.768, -3.291, 0.844)
N (3.222, -1.734, -0.726)
C (4.429, -1.823, -1.510)
C (5.612, -1.134, -0.802)
C (5.243, 0.268, -0.413)
C (4.735, 0.528, 0.855)
C (4.317, 1.799, 1.206)
C (4.415, 2.812, 0.270)
F (4.002, 4.054, 0.602)
C (4.924, 2.588, -0.996)
C (5.334, 1.309, -1.330)
C (2.172, -0.789, -1.027)
S (-3.182, -0.401, -0.370)
H (-7.853, -0.796, -1.892)
H (-6.879, -0.017, -3.141)
H (-8.609, 0.310, -3.031)
H (-8.240, 1.388, -0.792)
H (-7.421, 2.220, -2.107)
H (-5.293, 1.146, -1.546)
H (-5.934, 2.099, -0.203)
H (-6.098, -0.933, -0.459)
H (-7.973, -0.090, 0.905)
H (-6.765, -0.820, 1.966)
H (-6.866, 0.931, 1.839)
H (-0.435, -0.111, 1.990)
H (1.675, 0.115, 0.883)
H (0.938, -2.828, 0.691)
H (1.699, -1.986, 2.046)
H (4.238, -1.360, -2.480)
H (4.671, -2.880, -1.654)
H (5.858, -1.714, 0.087)
H (6.470, -1.137, -1.475)
H (4.669, -0.275, 1.574)
H (3.925, 2.013, 2.188)
H (4.993, 3.403, -1.699)
H (5.733, 1.119, -2.315)
H (1.546, -1.149, -1.854)
H (2.589, 0.184, -1.298)

***

[7]
This record from OMol25 describes a molecular structure, C20H25IMoN4O3 in a non-equilibrium geometry. The level of theory is ωB97M-V/def2-TZVPD.

* calculated total energy: -1587.1068 Eh
* M: 592.289 g/mol
* charge: +2
* spin multiplicity: 3
* E_LUMO (alpha / beta): -9.6 / -11.4 eV
* HOMO-LUMO gap (alpha / beta): 0.194 / 0.127 Eh

CARTESIAN COORDINATES (ANGSTROEM)
C (0.409, 2.895, 0.034)
C (2.789, 1.006, -1.938)
H (0.388, 3.875, -0.482)
H (1.452, 2.758, 0.436)
H (-0.275, 2.888, 0.893)
H (3.091, 0.717, -2.939)
H (3.135, 2.050, -1.793)
H (3.298, 0.345, -1.213)
C (-2.256, 1.735, -1.785)
C (-3.514, 1.487, -2.341)
C (-3.621, 0.562, -3.380)
C (-2.477, -0.107, -3.804)
H (-2.132, 2.447, -0.967)
H (-4.379, 2.038, -1.971)
H (-4.579, 0.389, -3.874)
H (-2.480, -0.800, -4.644)
N (-1.144, 1.077, -2.193)
C (-1.260, 0.083, -3.134)
C (-0.135, -0.855, -3.273)
N (0.899, -0.662, -2.421)
C (1.817, -1.629, -2.223)
C (0.885, -2.911, -4.022)
C (1.896, -2.735, -3.072)
H (2.507, -1.490, -1.382)
H (2.726, -3.436, -2.956)
C (-0.137, -1.974, -4.128)
H (-0.941, -2.046, -4.857)
H (0.895, -3.787, -4.666)
Mo (0.856, 1.420, -1.341)
I (0.982, 3.193, -3.342)
C (-1.741, -0.370, 4.293)
C (-0.995, 0.215, 3.095)
C (0.400, -0.415, 2.873)
C (1.279, -0.331, 4.151)
C (1.408, 1.078, 4.694)
C (0.223, -1.873, 2.505)
O (0.376, -2.829, 3.253)
N (-0.202, -2.052, 1.203)
C (-0.447, -1.047, 0.254)
O (-1.258, -1.291, -0.626)
N (0.342, 0.086, 0.405)
C (1.059, 0.186, 1.594)
O (2.183, 0.707, 1.629)
H (-1.632, -1.462, 4.340)
H (-2.812, -0.148, 4.227)
H (-1.363, 0.039, 5.237)
H (-1.579, 0.039, 2.181)
H (-0.851, 1.302, 3.177)
H (0.904, -0.997, 4.946)
H (2.270, -0.730, 3.898)
H (0.455, 1.502, 5.031)
H (2.099, 1.092, 5.543)
H (1.805, 1.712, 3.896)
H (-0.617, -2.942, 0.978)

***

[8]
This record from OMol25 describes C20H25N3O2S in the gas phase. The level of theory is ωB97M-V/def2-TZVPD.

* calculated total energy: -1490.0478 Eh
* SMILES: COc1ccc(N2CCN(CC(=O)Nc3ccccc3SC)CC2)cc1
* M: 371.506 g/mol
* E_LUMO: 0.5 eV
* HOMO-LUMO gap: 0.288 Eh

CARTESIAN COORDINATES (ANGSTROEM)
C (-2.354, -5.030, -0.091)
O (-1.368, -4.838, 0.889)
C (-1.159, -3.568, 1.357)
C (-0.186, -3.428, 2.346)
C (0.105, -2.196, 2.883)
C (-0.549, -1.033, 2.452)
N (-0.274, 0.189, 3.061)
C (1.101, 0.557, 3.335)
C (1.739, 1.234, 2.116)
N (0.960, 2.406, 1.760)
C (1.627, 3.286, 0.818)
C (2.127, 2.598, -0.457)
O (3.290, 2.301, -0.621)
N (1.126, 2.331, -1.342)
C (1.185, 1.660, -2.560)
C (2.381, 1.298, -3.175)
C (2.368, 0.649, -4.396)
C (1.172, 0.356, -5.029)
C (-0.023, 0.706, -4.427)
C (-0.020, 1.339, -3.197)
S (-1.581, 1.729, -2.408)
C (-2.138, 0.032, -2.053)
C (-0.400, 2.028, 1.430)
C (-1.011, 1.371, 2.676)
C (-1.529, -1.193, 1.472)
C (-1.834, -2.434, 0.934)
H (-3.345, -4.730, 0.268)
H (-2.358, -6.098, -0.304)
H (-2.123, -4.481, -1.011)
H (0.328, -4.312, 2.689)
H (0.842, -2.142, 3.669)
H (1.688, -0.315, 3.612)
H (1.099, 1.260, 4.173)
H (2.756, 1.550, 2.353)
H (1.788, 0.504, 1.288)
H (2.504, 3.703, 1.323)
H (0.944, 4.102, 0.564)
H (0.182, 2.604, -1.089)
H (3.310, 1.530, -2.683)
H (3.304, 0.377, -4.859)
H (1.166, -0.141, -5.987)
H (-0.964, 0.491, -4.910)
H (-3.079, 0.122, -1.521)
H (-2.285, -0.506, -2.985)
H (-1.399, -0.471, -1.435)
H (-0.968, 2.923, 1.165)
H (-0.448, 1.307, 0.596)
H (-2.062, 1.130, 2.521)
H (-0.942, 2.081, 3.506)
H (-2.086, -0.346, 1.104)
H (-2.604, -2.491, 0.179)